1.
Formula: C16H14BrN3O2
Source: the Open Molecules 2025 dataset
Level of theory: the ωB97M-V functional and the def2-TZVPD basis

Geometry (Å):
C 1.171 1.479 4.731
H 0.726 2.360 5.197
H 1.408 0.729 5.480
H 2.067 1.782 4.186
O 0.238 0.871 3.842
C -0.092 1.576 2.762
O 0.350 2.660 2.488
C -1.117 0.842 1.902
N -1.109 1.339 0.533
C -0.142 0.769 -0.302
C 1.050 1.239 -0.848
N 1.655 0.260 -1.566
C 0.875 -0.796 -1.500
C 1.020 -2.073 -2.058
C 0.053 -3.015 -1.848
C -1.085 -2.678 -1.084
C -1.242 -1.442 -0.533
N -0.265 -0.522 -0.724
H -2.114 -1.143 0.027
Br -2.449 -3.976 -0.818
H 0.138 -4.006 -2.262
H 1.898 -2.277 -2.646
C 1.658 2.553 -0.697
C 3.045 2.648 -0.609
C 3.652 3.877 -0.436
C 2.883 5.027 -0.353
C 1.505 4.943 -0.465
C 0.894 3.716 -0.640
H -0.179 3.669 -0.770
H 0.904 5.839 -0.419
H 3.357 5.987 -0.211
H 4.728 3.940 -0.364
H 3.630 1.744 -0.678
H -0.983 2.347 0.564
H -0.916 -0.229 1.939
H -2.108 1.025 2.334

Its frontier orbital gap is 0.2981 Ha. The SMILES is COC(=O)CNc1c(-c2ccccc2)nc2ccc(Br)cn12. The calculation puts the HOMO energy at -7.7 eV. Its largest force on an atom is 0.9 eV/A. As for the net charge: 0.

=====

2.
Formula: C37H72FIInN2O7S
Source: the Open Molecules 2025 dataset
Level of theory: the ωB97M-V functional and the def2-TZVPD basis

Geometry (Å):
C 7.524 -3.192 -3.905
C 6.161 -2.759 -4.375
C 5.212 -3.710 -4.759
C 3.944 -3.296 -5.162
C 3.610 -1.948 -5.180
C 4.541 -0.966 -4.802
C 4.180 0.470 -4.758
In 3.107 0.908 -2.838
C 0.945 0.447 -2.923
C 0.549 -0.630 -1.936
S -1.247 -0.800 -1.631
C -1.681 -1.946 -2.839
N -2.875 -2.432 -3.008
N -2.777 -3.310 -4.090
C -1.552 -3.272 -4.464
O -0.793 -2.435 -3.727
C 4.131 -0.125 -1.138
C 3.656 -1.493 -0.914
O 3.380 -2.373 -1.666
F 3.430 -1.744 0.446
C 3.310 3.101 -2.456
C 2.356 3.870 -3.365
C 3.055 4.782 -4.372
I 0.959 5.084 -2.171
C 5.820 -1.408 -4.415
H 7.443 -3.719 -2.951
H 7.988 -3.877 -4.615
H 8.181 -2.337 -3.751
H 5.463 -4.763 -4.725
H 3.203 -4.031 -5.450
H 2.611 -1.646 -5.472
H 3.526 0.754 -5.580
H 5.067 1.103 -4.738
H 0.386 1.362 -2.708
H 0.661 0.142 -3.933
H 0.946 -0.437 -0.937
H 0.933 -1.606 -2.227
H -1.111 -3.828 -5.271
H 4.047 0.439 -0.212
H 5.190 -0.155 -1.406
H 4.325 3.449 -2.643
H 3.094 3.280 -1.407
H 1.647 3.233 -3.886
H 3.189 5.786 -3.971
H 4.043 4.379 -4.591
H 2.487 4.872 -5.297
H 6.559 -0.668 -4.127
C 5.370 6.221 1.439
C 5.011 4.759 1.232
O 5.623 4.168 0.102
C 7.034 4.135 0.096
C 7.645 3.355 1.249
H 5.111 6.803 0.553
H 4.816 6.619 2.290
H 6.433 6.362 1.640
H 3.941 4.668 1.048
H 5.228 4.180 2.138
H 7.448 5.151 0.063
H 7.293 3.656 -0.848
H 7.426 3.811 2.215
H 8.730 3.320 1.137
H 7.263 2.334 1.260
C 1.206 -0.955 5.551
C 0.309 -2.165 5.346
O -0.457 -2.123 4.161
C 0.285 -1.985 2.956
C 1.298 -3.085 2.702
H 0.623 -0.033 5.533
H 1.714 -1.028 6.514
H 1.972 -0.885 4.778
H -0.426 -2.225 6.150
H 0.907 -3.084 5.391
H 0.779 -1.008 2.928
H -0.466 -1.980 2.166
H 2.077 -3.111 3.466
H 1.786 -2.911 1.744
H 0.813 -4.062 2.677
C 3.443 2.047 5.932
C 4.075 3.348 5.465
O 3.465 3.916 4.323
C 2.091 4.234 4.439
C 1.774 5.243 5.530
H 3.438 1.314 5.125
H 4.012 1.640 6.769
H 2.415 2.185 6.268
H 5.107 3.167 5.161
H 4.108 4.071 6.289
H 1.493 3.326 4.575
H 1.822 4.645 3.466
H 2.011 4.863 6.525
H 0.711 5.483 5.512
H 2.339 6.164 5.375
C -9.165 -1.038 -1.814
C -8.736 -2.458 -2.142
O -7.682 -2.555 -3.077
C -6.458 -1.938 -2.692
C -5.859 -2.481 -1.410
H -9.460 -0.506 -2.720
H -10.012 -1.062 -1.126
H -8.366 -0.471 -1.335
H -9.569 -2.993 -2.604
H -8.486 -2.996 -1.219
H -6.586 -0.851 -2.623
H -5.774 -2.127 -3.517
H -6.502 -2.308 -0.544
H -4.901 -2.001 -1.227
H -5.687 -3.555 -1.498
C -10.065 -4.133 2.408
C -10.490 -2.675 2.429
O -11.273 -2.283 1.315
C -12.497 -2.967 1.137
C -13.470 -2.818 2.294
H -9.517 -4.357 1.492
H -9.415 -4.339 3.259
H -10.916 -4.812 2.470
H -9.609 -2.035 2.382
H -11.007 -2.440 3.367
H -12.321 -4.028 0.922
H -12.928 -2.529 0.236
H -13.086 -3.262 3.214
H -14.409 -3.318 2.053
H -13.677 -1.765 2.486

Its frontier orbital gap is 0.2527 Ha. The calculation puts the HOMO energy at -4.8 eV. Its largest force on an atom is 0.8 eV/A. As for the net charge: -1.

=====

3.
Formula: C47H55BBaClN8OPS4
Source: the Open Molecules 2025 dataset
Level of theory: the ωB97M-V functional and the def2-TZVPD basis

Geometry (Å):
Ba 0.815 0.423 2.970
C -3.685 0.018 4.745
C -3.516 -0.375 3.313
C -4.087 -1.473 2.804
C -3.893 -1.891 1.427
N -3.127 -1.254 0.625
N -2.480 -0.136 1.109
B -1.472 0.351 0.229
N -1.438 1.802 -0.176
N -2.665 2.102 -0.650
C -2.862 3.276 -1.156
C -1.811 4.237 -1.192
C -0.573 3.928 -0.739
C 0.562 4.897 -0.769
C -0.360 2.599 -0.220
S 1.167 2.071 0.277
C -4.244 3.596 -1.693
C -5.175 2.395 -1.542
C -4.125 3.967 -3.177
C -4.814 4.781 -0.903
N -0.747 -0.579 -0.677
N -0.716 -0.063 -1.931
C -0.287 -0.791 -2.905
C 0.155 -2.127 -2.675
C 0.167 -2.646 -1.427
C 0.649 -4.030 -1.147
C -0.277 -1.815 -0.327
S -0.140 -2.332 1.257
C -0.359 -0.140 -4.284
C 0.423 -0.938 -5.326
C -1.838 -0.079 -4.691
C 0.198 1.286 -4.206
C -2.718 0.456 2.384
S -2.943 2.313 2.534
C -4.579 -3.140 0.906
C -4.177 -3.418 -0.540
C -4.159 -4.333 1.776
C -6.098 -2.942 0.988
H -4.355 -0.686 5.237
H -4.096 1.024 4.824
H -2.725 0.038 5.256
H -4.694 -2.093 3.451
H -2.006 5.225 -1.589
H 0.235 5.860 -1.157
H 1.375 4.513 -1.387
H 0.975 5.027 0.232
H -4.797 1.526 -2.083
H -6.158 2.653 -1.939
H -5.285 2.106 -0.497
H -3.688 3.147 -3.751
H -3.509 4.855 -3.329
H -5.115 4.177 -3.586
H -4.885 4.541 0.160
H -5.815 5.019 -1.267
H -4.201 5.678 -1.008
H 0.503 -2.728 -3.504
H 0.941 -4.525 -2.072
H -0.131 -4.610 -0.649
H 1.498 -4.005 -0.464
H -0.011 -1.925 -5.496
H 1.469 -1.066 -5.039
H 0.401 -0.405 -6.278
H -2.274 -1.078 -4.750
H -1.937 0.394 -5.670
H -2.408 0.499 -3.961
H 1.255 1.286 -3.933
H -0.341 1.872 -3.461
H 0.095 1.774 -5.177
H -3.098 -3.553 -0.630
H -4.464 -2.597 -1.199
H -4.672 -4.329 -0.882
H -3.074 -4.454 1.768
H -4.609 -5.247 1.384
H -4.481 -4.225 2.812
H -6.412 -2.097 0.372
H -6.427 -2.758 2.012
H -6.610 -3.837 0.629
Cl 2.927 -2.402 3.602
C 4.580 -2.325 3.043
C 5.498 -3.117 3.718
C 6.822 -3.110 3.316
C 7.221 -2.316 2.247
C 6.289 -1.533 1.590
C 4.946 -1.519 1.971
P 3.714 -0.463 1.116
C 3.630 -1.260 -0.531
C 3.940 -2.606 -0.709
C 3.775 -3.216 -1.946
C 3.308 -2.485 -3.027
C 2.980 -1.146 -2.855
C 3.119 -0.542 -1.616
C 4.685 1.058 0.829
C 5.498 1.313 -0.273
C 6.201 2.505 -0.365
C 6.107 3.451 0.646
C 5.305 3.205 1.751
C 4.592 2.019 1.838
H 5.170 -3.721 4.552
H 7.542 -3.721 3.843
H 8.256 -2.304 1.933
H 6.606 -0.906 0.765
H 4.317 -3.189 0.123
H 4.025 -4.263 -2.063
H 3.203 -2.953 -3.998
H 2.616 -0.566 -3.694
H 2.833 0.497 -1.491
H 5.581 0.582 -1.068
H 6.827 2.694 -1.228
H 6.658 4.380 0.572
H 5.226 3.937 2.544
H 3.965 1.836 2.706
O -1.043 0.997 4.019
N -1.559 1.187 2.781
C 2.624 1.306 5.090
H 2.711 2.396 5.121
H 3.630 0.881 4.994
S 0.831 -0.633 8.333
C 1.545 0.220 7.144
N 2.059 0.837 6.300

Its frontier orbital gap is 0.1758 Ha. The calculation puts the HOMO energy at -5.7 eV. Its largest force on an atom is 3.6 eV/A. As for the net charge: 0.

=====

4.
Formula: CH5OP
Source: the Open Molecules 2025 dataset
Level of theory: the ωB97M-V functional and the def2-TZVPD basis

Geometry (Å):
C -0.957 -0.085 0.608
O 1.471 -0.910 -0.253
P 0.749 0.518 0.110
H -1.491 0.537 -0.102
H -1.017 0.229 1.617
H -0.838 -1.117 0.428
H 2.372 -0.898 -0.695
H -0.288 1.726 -1.712

Its frontier orbital gap (spin up / spin down) is 0.2785 / 0.3102 Ha. The calculation puts the HOMO energy (spin up / spin down) at -7.8 / -8.6 eV. Its largest force on an atom is 3.2 eV/A. As for the net charge: 0.

=====

5.
Formula: C3H8N5O3
Source: the Open Molecules 2025 dataset
Level of theory: the ωB97M-V functional and the def2-TZVPD basis

Geometry (Å):
C 1.094 -0.661 0.230
C -1.383 -1.058 -0.562
C -2.292 1.341 0.245
N 1.195 -1.813 0.681
N 1.998 0.246 -0.233
N -0.462 -0.118 -0.046
N 3.448 0.053 -0.227
N -0.819 1.086 0.136
O 3.872 -1.007 0.031
O 3.989 1.075 -0.506
O -0.027 1.947 0.454
H -0.975 -1.946 -0.600
H -2.191 -1.271 0.053
H -1.867 -0.828 -1.470
H -2.588 1.288 -0.835
H -2.294 2.212 0.809
H -2.854 0.689 0.931
H 0.539 -2.454 1.078
H 1.617 1.222 -0.169

Its frontier orbital gap is 0.3376 Ha. The SMILES is [H]/N=C(/N[N+](=O)[O-])N(C)[N+](C)=O. The calculation puts the HOMO energy at -15.0 eV. Its largest force on an atom is 5.2 eV/A. As for the net charge: +1.

=====

6.
Formula: C10H21F4O2S
Source: the Open Molecules 2025 dataset
Level of theory: the ωB97M-V functional and the def2-TZVPD basis

Geometry (Å):
F 3.174 4.371 0.506
C 1.723 3.961 0.574
C 1.477 2.683 -0.433
C 0.709 1.484 0.409
S -0.783 0.862 -0.541
C -2.384 1.666 0.006
C -2.211 3.079 0.821
C -2.375 4.422 -0.161
F -1.188 4.660 -1.021
F -3.597 4.336 -1.033
F -2.564 5.568 0.785
H 1.432 3.765 1.693
H 1.073 4.890 0.221
H 0.819 3.004 -1.364
H 2.557 2.354 -0.817
H 1.461 0.565 0.531
H 0.465 1.817 1.529
H -0.638 1.263 -1.908
H -2.938 0.912 0.743
H -3.055 1.831 -0.949
H -3.141 3.146 1.565
H -1.257 3.153 1.495
C -0.621 -2.756 0.561
O 0.785 -2.614 0.385
C 1.520 -3.687 0.983
C 1.934 -4.731 -0.058
O 0.792 -5.397 -0.609
C 0.420 -4.868 -1.877
H -1.123 -2.103 -0.157
H -0.958 -3.783 0.385
H -0.898 -2.449 1.572
H 0.942 -4.146 1.797
H 2.426 -3.248 1.421
H 2.542 -5.496 0.435
H 2.542 -4.280 -0.851
H 1.091 -5.261 -2.645
H 0.446 -3.776 -1.897
H -0.599 -5.194 -2.097

Its frontier orbital gap is 0.2847 Ha. The calculation puts the HOMO energy at -11.7 eV. Its largest force on an atom is 5.2 eV/A. As for the net charge: +1.